# 1
Formula: C26H37Br3F5NO20PS
Source: OMol25
Level of theory: ωB97M-V/def2-TZVPD

Each line ends with the Löwdin charge.
CARTESIAN COORDINATES (ANGSTROEM)
C 6.33143 1.78591 -0.46024  -0.0711
C 4.89071 2.24755 -0.16193  -0.3025
O 4.20987 1.32074 0.66207  -0.2043
C 2.80378 1.68099 0.73213  -0.2473
P 1.64041 0.46308 -0.12858  0.5354
Br 0.17957 -1.15278 -1.18883  0.5316
C 2.67528 0.30490 -1.73497  -0.2858
C 2.38783 1.35505 -2.81993  -0.2920
N 1.48494 1.23963 -3.70775  0.0848
C 2.60201 -0.99356 0.74921  -0.2572
O 2.03601 -2.32165 0.61018  -0.2952
O 3.09457 -3.23304 0.91745  -0.0699
O 0.78727 1.82047 -0.77917  -0.3386
C -0.18586 2.33992 0.08601  -0.6248
S 0.17914 3.90867 1.01004  0.6847
C -0.62786 1.13003 1.08725  -0.8049
Br -0.85627 1.82994 2.98844  0.6106
C -2.02448 0.50854 0.79851  -0.6886
Br -2.68646 -0.69238 2.23737  0.7194
C -3.07415 1.61965 0.48165  -0.2900
C -3.35645 1.62431 -1.05827  -0.0960
O 0.45977 0.30960 1.16552  -0.3731
H 6.70906 1.22884 0.41213  0.0723
H 6.99270 2.64347 -0.66520  0.0671
H 6.39440 1.13738 -1.34824  0.0686
H 4.37201 2.33819 -1.13518  0.0896
H 4.87249 3.26848 0.26910  0.1208
H 2.70269 2.68499 0.28663  0.0810
H 2.57744 1.82379 1.79643  0.0690
H 3.76321 0.27372 -1.55428  0.0756
H 2.41707 -0.65689 -2.18363  0.0058
H 3.03139 2.24959 -2.84791  0.0881
H 0.98927 0.35948 -3.53637  0.0026
H 3.62195 -1.07180 0.35142  0.0889
H 2.60187 -0.80885 1.84024  0.0975
H 3.05651 -3.36653 1.87549  0.0832
H -0.94872 2.71259 -0.61706  0.0886
H 1.31833 3.72123 1.72460  -0.1590
H -2.00622 -0.14002 -0.08735  0.0096
H -2.70636 2.62389 0.73807  0.0815
H -4.00057 1.47170 1.05442  0.0800
H -3.68541 2.61847 -1.40467  0.0706
H -4.18309 0.92929 -1.27858  0.0753
H -2.44510 1.33777 -1.60182  0.0706
C 1.81167 -3.67367 -5.67345  -0.0745
C 1.71500 -3.17771 -4.25543  -0.3124
O 0.49307 -2.45951 -4.26017  0.0782
C -0.28607 -3.04224 -5.20377  -0.5685
O -1.45909 -2.87593 -5.30254  0.1624
O 0.43891 -3.84901 -6.02257  0.0660
F 2.72824 -2.32837 -3.96041  0.0734
H 2.26263 -2.94051 -6.33837  0.1180
H 2.36199 -4.61032 -5.75254  0.1360
H 1.67069 -3.96665 -3.50120  0.1761
C 4.79379 2.62789 5.83451  -0.0622
C 4.33891 1.33598 5.20889  -0.3115
O 3.35201 1.76748 4.29390  0.1393
C 3.69587 3.02882 3.91889  -0.5266
O 3.25291 3.58961 2.97551  0.1609
O 4.62291 3.55630 4.76325  0.0755
F 3.76563 0.51555 6.12544  0.0745
H 4.16376 2.92180 6.67641  0.1438
H 5.83086 2.59577 6.16269  0.1374
H 5.11959 0.79237 4.67247  0.1770
C -4.59412 -3.80235 3.79160  -0.0703
C -3.51895 -4.72160 4.29994  -0.3015
O -4.26100 -5.83646 4.77562  0.1277
C -5.39628 -5.89162 4.02403  -0.5589
O -6.11489 -6.83609 3.96632  0.1604
O -5.59436 -4.73638 3.34947  0.0831
F -2.83971 -4.17125 5.33876  0.0735
H -5.00396 -3.17984 4.57334  0.1196
H -4.25736 -3.17195 2.97594  0.0972
H -2.80936 -5.05470 3.53951  0.1762
C -6.59964 1.83084 4.23656  -0.0562
C -5.72385 1.71436 5.45474  -0.3086
O -5.49924 0.31877 5.54060  0.1438
C -5.56916 -0.16014 4.26784  -0.5430
O -5.17034 -1.22360 3.92813  0.0826
O -6.14178 0.74211 3.43478  0.0759
F -6.37115 2.12789 6.57589  0.0680
H -7.65642 1.69065 4.47328  0.1436
H -6.47587 2.77875 3.71715  0.1416
H -4.76655 2.23316 5.37497  0.1779
C -1.00731 1.05986 -8.35971  -0.0587
C -1.69122 -0.27864 -8.44102  -0.3092
O -0.61930 -1.18295 -8.26111  0.1394
C 0.30278 -0.53645 -7.49333  -0.5204
O 1.19352 -1.07315 -6.92563  0.1866
O 0.06202 0.79495 -7.45409  0.0882
F -2.24266 -0.48375 -9.66799  0.0646
H -0.60036 1.37388 -9.32344  0.1426
H -1.65762 1.84399 -7.97778  0.1410
H -2.44513 -0.45033 -7.67032  0.1779

Results
total charge = -1
orbital gap = 7.60 eV
LUMO = 2.08 eV
E_HOMO = -5.5258 eV
DFT total energy = -313839.433 eV

***

# 2
Formula: C26H37BrN7O2PReS
Source: OMol25
Level of theory: ωB97M-V/def2-TZVPD

Each line ends with the Löwdin spin population.
CARTESIAN COORDINATES (ANGSTROEM)
Re 0.35756 1.91625 0.59425  1.5896
N 3.64910 0.03923 2.73779  -0.0018
C 2.54011 0.75155 2.41866  0.0052
S 2.70883 1.91162 1.09694  0.0456
N 1.45032 0.55182 3.08877  0.0170
N 0.45032 1.42275 2.62808  -0.0016
C -0.33994 1.90222 3.52449  0.0094
C -1.20837 3.02687 3.29539  0.0208
C -2.16155 3.37096 4.27009  -0.0022
C -2.88330 4.53585 4.16408  0.0165
C -2.62678 5.40612 3.09814  0.0020
C -1.67514 5.10766 2.14450  0.0111
C -0.97548 3.90602 2.22306  0.0202
O -0.04823 3.65059 1.27675  0.1773
H 4.53756 0.34672 2.38254  -0.0003
H 3.64605 -0.44842 3.62022  -0.0001
H -0.24855 1.48069 4.52225  0.0000
H -2.30844 2.70777 5.11395  -0.0003
H -3.62029 4.79386 4.91092  0.0009
H -3.17692 6.33482 3.02302  -0.0002
H -1.45106 5.78508 1.33180  0.0003
C -5.33348 1.13093 1.11452  0.0020
C -3.96738 1.49634 0.60751  0.0148
C -3.80849 2.37868 -0.48377  0.0098
C -2.56566 2.76186 -0.96030  0.0036
C -1.50594 2.21152 -0.26508  -0.0258
Br 1.14684 2.52142 -1.70633  0.0390
N -1.64750 1.41168 0.73158  0.0022
C -2.83172 1.01131 1.22403  -0.0058
H -6.04408 1.03571 0.29535  0.0004
H -5.70557 1.90779 1.78453  0.0010
H -5.31598 0.19355 1.66753  0.0001
H -4.70007 2.77683 -0.95454  -0.0002
H -2.43526 3.44643 -1.78504  0.0002
H -2.84685 0.33585 2.06855  -0.0002
O 0.67982 -0.14799 -0.01692  0.0357
P 0.84208 -1.25457 -1.00003  -0.0015
N -0.36841 -1.49046 -2.02472  0.0369
C -1.55340 -0.59786 -2.09380  0.0019
C -1.87990 -0.49875 -3.59512  0.0005
C -0.98160 -1.54021 -4.28862  0.0012
C -0.51033 -2.43718 -3.15229  0.0035
N 2.30291 -1.24865 -1.77283  0.3078
C 2.73483 -2.08118 -2.92510  0.0245
C 4.22802 -1.79405 -3.06609  0.0000
C 4.36143 -0.38229 -2.50946  0.0053
C 3.42986 -0.40637 -1.31103  0.0339
N 1.04255 -2.63099 -0.06177  0.4095
C 1.62659 -2.56327 1.29363  0.0407
C 1.49124 -3.98899 1.81591  0.0022
C 1.61595 -4.84043 0.55314  0.0001
C 0.85882 -4.02427 -0.49037  0.0415
H -1.31691 0.36134 -1.65187  0.0003
H -2.37252 -1.05387 -1.53376  0.0013
H -1.67336 0.50193 -3.96896  0.0001
H -2.93388 -0.70946 -3.76409  0.0000
H -0.12237 -1.05347 -4.75145  0.0001
H -1.50517 -2.10586 -5.05597  0.0001
H 0.40572 -2.97765 -3.36433  0.0001
H -1.27752 -3.17044 -2.88774  0.0019
H 2.18665 -1.76057 -3.81342  0.0113
H 2.52159 -3.13625 -2.74777  0.0075
H 4.54725 -1.88275 -4.10169  -0.0002
H 4.80735 -2.49934 -2.46847  0.0000
H 4.00451 0.35311 -3.23271  -0.0001
H 5.37828 -0.12296 -2.22519  0.0001
H 3.06143 0.56024 -0.99079  0.0068
H 3.90525 -0.89400 -0.44895  0.0160
H 1.11321 -1.79991 1.87759  0.0097
H 2.67789 -2.25894 1.20929  0.0202
H 0.51124 -4.12675 2.27462  0.0000
H 2.25070 -4.21869 2.55901  -0.0004
H 1.19406 -5.83601 0.66554  -0.0004
H 2.66208 -4.94444 0.26074  0.0000
H -0.21396 -4.24406 -0.48692  0.0208
H 1.21335 -4.17361 -1.51150  0.0110

Results
2S+1 = 4
total charge = +2
orbital gap (spin up / spin down) = 7.53 / 4.86 eV
LUMO (spin up / spin down) = -5.43 / -8.68 eV
E_HOMO (spin up / spin down) = -12.9662 / -13.5373 eV
DFT total energy = -134373.347 eV
ΔE to the lowest compared entry with this formula, charge and spin = 2.129 eV

***

# 3
Formula: C26H37F4IN2O5S2
Source: OMol25
Level of theory: ωB97M-V/def2-TZVPD

Each line ends with the Löwdin charge.
CARTESIAN COORDINATES (ANGSTROEM)
O -0.50312 -0.66448 3.83399  -0.0744
C -1.15636 -1.38178 3.01490  -0.7462
I -1.69193 -3.41714 3.54569  0.8907
C -1.56134 -0.65482 1.60823  -0.1649
C -2.30277 0.71186 2.03087  -0.1571
C -1.50358 2.03641 1.97368  0.0775
C -2.22280 3.36099 2.43500  -0.2578
N -1.62883 4.67063 2.47482  -0.2759
S -2.86582 5.72573 3.03036  0.9301
N -4.12832 4.57614 3.28039  -0.2893
C -3.74409 3.23472 2.91923  -0.1656
C -4.59680 1.89154 2.98960  -0.0020
C -6.09409 1.87489 3.53338  -0.2881
F -6.13943 0.97723 4.66482  0.0237
F -6.53136 3.17204 3.99663  0.0296
C -7.20205 1.38433 2.47320  -0.1442
F -7.53632 0.00652 2.71014  -0.0228
F -8.41596 2.11911 2.78621  -0.0124
C -3.82042 0.60620 2.51896  -0.3819
S -4.59899 -1.06533 2.52744  0.7278
H -2.24985 -1.30307 0.96764  0.0900
H -0.57538 -0.47701 1.04167  0.1317
H -0.38962 2.11037 1.64778  0.1142
H -6.96864 1.61895 1.38249  0.1785
H -5.20830 -1.32831 1.29069  -0.0786
C 3.51938 4.68933 0.82776  -0.1724
C 2.49427 5.45331 0.02142  -0.1745
C 1.47247 4.37807 -0.28967  -0.2029
O 1.50104 3.44860 0.80297  -0.1680
C 2.65047 3.72955 1.61522  -0.1981
H 4.13847 5.32341 1.46466  0.1202
H 4.17912 4.13082 0.15515  0.1028
H 2.03960 6.23228 0.64251  0.1165
H 2.90199 5.92570 -0.87410  0.1151
H 1.73564 3.83116 -1.20154  0.1159
H 0.46272 4.77986 -0.40350  0.1152
H 2.29847 4.18592 2.54666  0.1205
H 3.16664 2.79766 1.85732  0.1053
C -0.47595 -5.81717 -1.12992  -0.1811
C 0.75751 -6.21010 -0.34909  -0.1767
C 0.78416 -5.16166 0.74563  -0.2082
O -0.57904 -4.79752 1.00544  -0.2853
C -1.40631 -5.34069 -0.03309  -0.2077
H -0.89813 -6.63084 -1.72270  0.1153
H -0.23902 -4.98785 -1.80522  0.1093
H 0.61824 -7.20427 0.08855  0.1168
H 1.67063 -6.22555 -0.94692  0.1145
H 1.31538 -4.26068 0.42045  0.1181
H 1.24832 -5.52691 1.66491  0.1182
H -1.97586 -6.17357 0.39381  0.1194
H -2.10914 -4.57950 -0.37990  0.1150
C -2.54523 -3.10372 -5.42399  -0.1790
C -1.28984 -2.26231 -5.43489  -0.1802
C -1.28358 -1.68698 -4.03321  -0.2059
O -1.91862 -2.65299 -3.18330  -0.1521
C -2.55136 -3.64315 -4.00765  -0.2096
H -2.55274 -3.89135 -6.17951  0.1155
H -3.42093 -2.46609 -5.58488  0.1170
H -0.41441 -2.90424 -5.57923  0.1164
H -1.28161 -1.49465 -6.21067  0.1150
H -1.86601 -0.76095 -3.98113  0.1171
H -0.27392 -1.48450 -3.66783  0.1168
H -1.96519 -4.56574 -3.93213  0.1107
H -3.56024 -3.84004 -3.63783  0.1182
C 7.35316 0.99008 -1.39637  -0.1815
C 6.19358 0.54591 -0.53534  -0.1780
C 6.13339 1.64602 0.50561  -0.2005
O 6.59942 2.84583 -0.12977  -0.1481
C 7.19264 2.49666 -1.38862  -0.2048
H 7.34173 0.56579 -2.40194  0.1142
H 8.29837 0.71250 -0.91799  0.1165
H 5.27232 0.54128 -1.12756  0.1164
H 6.32418 -0.44628 -0.09970  0.1151
H 6.79980 1.43326 1.34822  0.1203
H 5.12304 1.80289 0.89116  0.1007
H 6.51311 2.82718 -2.18187  0.1170
H 8.14412 3.02056 -1.50419  0.1174

Results
total charge = 0
structure (SMILES) = O=C(I)Cc1cc2nsnc2c(C(F)(F)C(F)F)c1S.C1CCOC1.C1CCOC1.C1CCOC1.C1CCOC1
orbital gap = 7.25 eV
LUMO = -1.68 eV
E_HOMO = -8.9338 eV
DFT total energy = -81411.991 eV

***

# 4
Formula: C26H37N5O4OsSSi
Source: OMol25
Level of theory: ωB97M-V/def2-TZVPD

Each line ends with the Löwdin spin population.
CARTESIAN COORDINATES (ANGSTROEM)
Os -0.43466 -0.35492 0.25461  2.1057
C -0.31776 3.07912 2.63053  -0.0018
C 0.26986 4.06549 1.84935  0.0170
C 0.54167 3.77999 0.52273  -0.0014
C 0.23198 2.52549 -0.00795  0.0143
N -0.33165 1.57413 0.76475  0.0114
C -0.60695 1.86048 2.04566  0.0331
C 0.55782 2.21407 -1.41198  0.0063
C 0.69199 3.23430 -2.35232  0.0220
C 1.12827 2.92095 -3.63379  0.0020
C 1.41709 1.60819 -3.93638  0.0244
C 1.19365 0.63113 -2.95730  0.0126
N 0.75888 0.92374 -1.72771  0.0925
H -0.54405 3.25387 3.67072  -0.0005
H 0.50891 5.03453 2.26100  0.0008
H 1.02305 4.51832 -0.09562  -0.0001
H -1.09369 1.07624 2.62191  0.0122
H 0.45578 4.25443 -2.10039  0.0012
H 1.24758 3.69125 -4.37896  -0.0002
H 1.82005 1.32792 -4.89627  0.0011
H 1.49161 -0.84918 -4.33042  0.0082
C -5.53382 -3.97495 -2.72496  0.0003
C -4.56440 -2.82483 -2.96560  0.0010
C -3.12160 -3.31434 -3.00181  0.0043
C -4.93501 -2.06265 -4.23353  0.0002
O -4.70531 -1.87177 -1.88674  0.0134
Si -4.39017 -1.83139 -0.33846  0.0481
S -2.48599 -0.24253 -0.57073  0.5517
O -5.26207 -0.88757 0.57584  0.0217
C -6.21358 0.18137 0.35783  0.0013
C -6.59865 0.66816 1.75031  0.0001
C -5.54194 1.28336 -0.45052  0.0079
C -7.40845 -0.39327 -0.38957  0.0008
O -3.80087 -3.13442 0.32735  0.0149
C -4.04291 -3.86999 1.55808  0.0011
C -3.45786 -5.25853 1.32113  0.0005
C -5.54286 -3.94056 1.80828  0.0005
C -3.32610 -3.14750 2.68921  0.0006
H -5.51524 -4.65707 -3.56968  0.0000
H -6.54469 -3.59253 -2.61090  0.0000
H -5.25986 -4.51960 -1.82604  0.0000
H -2.98681 -4.01133 -3.82328  0.0001
H -2.87991 -3.81353 -2.06710  0.0004
H -2.44704 -2.47026 -3.13211  0.0041
H -4.86792 -2.72108 -5.09399  0.0000
H -4.26838 -1.21698 -4.37929  0.0000
H -5.95336 -1.69144 -4.15871  0.0000
H -5.71665 1.00712 2.28769  0.0000
H -7.06251 -0.13480 2.31639  0.0000
H -7.30160 1.49150 1.67324  0.0001
H -4.64414 1.62948 0.05695  0.0069
H -6.22406 2.11852 -0.57218  0.0003
H -5.26205 0.90615 -1.43034  0.0006
H -7.84213 -1.21638 0.17199  0.0000
H -7.09091 -0.75931 -1.36180  0.0000
H -8.16541 0.37140 -0.53027  0.0001
H -3.97476 -5.75391 0.50339  0.0000
H -3.56890 -5.86386 2.21596  0.0001
H -2.40204 -5.18638 1.07494  0.0001
H -6.04917 -4.37162 0.94818  0.0000
H -5.94021 -2.94558 1.98624  0.0000
H -5.74868 -4.55946 2.67654  0.0001
H -2.26239 -3.08437 2.47475  0.0002
H -3.47043 -3.68984 3.61846  0.0000
H -3.73061 -2.14417 2.79593  0.0002
N 3.61945 -1.50042 -0.56407  0.0044
C 2.34523 -1.24629 -0.32686  0.0350
O 1.92000 -0.54460 0.59441  0.0402
C 1.31081 -1.90508 -1.24161  0.1715
C 0.28407 -2.37617 -0.40862  0.0405
N -0.47946 -2.51920 0.46662  0.0563
C 1.14690 -1.74095 -2.56279  0.4639
N 1.39734 -0.69722 -3.33019  0.1454
H 4.32973 -1.13233 0.05601  0.0001
H 3.91643 -2.13978 -1.28527  0.0000

Results
2S+1 = 5
total charge = +2
orbital gap (spin up / spin down) = 7.52 / 7.08 eV
LUMO (spin up / spin down) = -6.28 / -7.40 eV
E_HOMO (spin up / spin down) = -13.7976 / -14.4842 eV
DFT total energy = -64370.896 eV